Here is 5 unconnected molecules or ions with the total composition C26H50IN2O14 in a non-equilibrium geometry from the Open Molecules 2025 dataset. Energies are from wB97M-V/def2-TZVPD.

Cartesian coordinates (Å):
N 2.97 3.35 4.44
C 3.16 2.29 3.49
N 2.00 2.02 2.60
C 2.01 1.85 1.33
C 0.68 1.50 0.81
C -0.23 1.29 2.08
C -1.59 2.02 1.85
C -2.10 2.84 3.05
C -3.62 3.07 2.99
I -4.63 2.01 4.55
C -0.44 -0.23 2.29
C -0.37 -0.60 3.76
O -1.29 -0.47 4.53
O 0.85 -1.02 4.20
C 0.64 1.96 3.15
H 2.46 2.99 5.24
H 2.50 4.15 4.04
H 3.32 1.37 4.05
H 4.04 2.46 2.87
H 2.93 1.93 0.77
H 0.84 0.53 0.32
H 0.29 2.11 0.00
H -1.52 2.70 1.00
H -2.36 1.30 1.59
H -1.82 2.38 4.00
H -1.63 3.82 3.03
H -4.04 2.78 2.03
H -3.85 4.12 3.16
H 0.30 -0.81 1.74
H -1.41 -0.54 1.93
H 1.32 -1.49 3.50
H 0.62 1.54 4.16
H 0.35 3.00 3.31
C 1.92 -5.86 1.79
C 1.12 -4.61 1.54
O 1.82 -3.62 0.76
C 1.86 -3.85 -0.56
O 1.34 -4.76 -1.13
O 2.56 -2.86 -1.11
C 2.78 -2.98 -2.52
H 2.89 -5.62 2.22
H 1.38 -6.53 2.46
H 2.10 -6.40 0.85
H 0.92 -4.11 2.49
H 0.16 -4.83 1.08
H 1.84 -3.10 -3.05
H 3.44 -3.81 -2.73
H 3.25 -2.05 -2.83
C -2.55 -0.39 -6.54
C -3.33 -0.58 -5.25
O -3.19 -1.91 -4.73
C -2.04 -2.17 -4.11
O -1.14 -1.40 -3.92
O -2.06 -3.44 -3.72
C -0.85 -3.89 -3.10
H -2.84 -1.14 -7.27
H -2.75 0.60 -6.95
H -1.48 -0.48 -6.36
H -4.39 -0.46 -5.43
H -3.03 0.15 -4.49
H -0.57 -3.22 -2.29
H -0.05 -3.94 -3.84
H -1.04 -4.88 -2.70
C -4.32 -5.04 -7.32
C -4.95 -3.69 -7.07
O -5.47 -3.11 -8.27
C -6.64 -3.61 -8.68
O -7.28 -4.46 -8.13
O -6.97 -2.99 -9.81
C -8.18 -3.47 -10.41
H -3.56 -4.97 -8.10
H -3.85 -5.41 -6.41
H -5.06 -5.77 -7.64
H -4.20 -2.99 -6.71
H -5.73 -3.75 -6.31
H -9.00 -3.45 -9.70
H -8.04 -4.48 -10.79
H -8.40 -2.80 -11.24
C 6.24 8.73 7.38
C 7.24 7.69 7.84
O 6.61 6.43 8.11
C 6.31 5.70 7.04
O 6.54 5.98 5.89
O 5.71 4.58 7.45
C 5.30 3.72 6.38
H 5.42 8.83 8.10
H 6.73 9.70 7.28
H 5.81 8.46 6.42
H 7.68 7.99 8.79
H 8.04 7.56 7.13
H 6.14 3.51 5.71
H 4.49 4.17 5.81
H 4.96 2.80 6.84

## Properties
Spin multiplicity ... 1
E ... -2481.060574 Eh
Total charge ... +1

Atomic partial charges in e from the Mulliken method, atoms 1 to 4: N -0.478; C -0.816; N 0.351; C 0.160